No. 1
Entry from the OMol25 dataset: C5H10O2 as an isolated structure (ωB97M-V/def2-TZVPD).

Values from the calculation:
HOMO in hartree: -0.3621
Frontier orbital gap in eV: 10.9
LUMO energy in eV: 1.07
Calculated total energy in eV: -9440.87721
F_max in eV/Å: 0.82

The geometry in XYZ format:
```
17
C5H10O2, DFT ωB97M-V/def2-TZVPD
H 1.18 1.29 -2.06
C 0.85 0.24 -2.06
H 0.44 -0.96 2.94
O 0.94 -0.45 0.91
H 0.61 -0.04 -3.09
O -0.86 -1.28 -1.25
H -1.18 0.69 -1.50
H -0.17 -1.85 -0.88
H -1.61 0.94 1.85
H -1.68 -0.72 1.15
C -0.05 0.41 0.29
C -1.03 0.12 1.43
C -0.36 0.04 -1.16
H 0.32 1.45 0.33
C 0.27 -0.21 2.17
H 1.69 -0.38 -1.71
H 0.65 0.71 2.64
```

=====

No. 2
Entry from the OMol25 dataset: one molecule with the formula C5H8N2 in a non-equilibrium geometry (ωB97M-V/def2-TZVPD).

Values from the calculation:
Structure (SMILES): Cc1cnn(C)c1
HOMO in hartree: -0.3187
Frontier orbital gap in eV: 9.6
LUMO energy in eV: 0.90
Calculated total energy in eV: -8291.06347
F_max in eV/Å: 4.13

The geometry in XYZ format:
```
15
C5H8N2, DFT ωB97M-V/def2-TZVPD
H 1.37 1.99 0.31
N -0.62 1.15 0.67
C -0.23 -0.62 -0.67
N -1.14 0.08 0.05
C 2.46 -0.13 0.32
H -2.94 0.09 -1.06
C -2.57 -0.26 -0.09
C 0.69 1.13 0.24
H -0.60 -1.49 -1.20
H -2.64 -1.36 -0.09
H 3.26 0.23 -0.32
C 1.01 0.07 -0.60
H 2.74 0.20 1.37
H -3.22 0.13 0.71
H 2.43 -1.20 0.36
```

=====

No. 3
Entry from the OMol25 dataset: a 11-piece molecular cluster, C60H66N12O4S overall in a non-equilibrium geometry (ωB97M-V/def2-TZVPD).

Values from the calculation:
Structure (SMILES): O=C(O)OCCCCCCCSc1nnco1.c1ccncc1.c1ccncc1.c1ccncc1.c1ccncc1.c1ccncc1.c1ccncc1.c1ccncc1.c1ccncc1.c1ccncc1.c1ccncc1
HOMO in hartree: -0.3205
Frontier orbital gap in eV: 8.8
LUMO energy in eV: 0.12
Calculated total energy in eV: -100189.90074
F_max in eV/Å: 6.17

The geometry in XYZ format:
```
143
C60H66N12O4S, DFT ωB97M-V/def2-TZVPD
H -1.13 -0.49 -0.17
H 12.23 1.31 -4.82
H -1.98 4.81 -8.93
H -8.52 -5.06 1.13
H -0.43 -2.26 -2.76
H -2.58 -1.73 -3.45
C -7.20 2.34 -0.23
C 0.24 2.87 4.91
H -3.71 -5.19 3.98
N 5.29 3.45 -2.74
C 4.05 4.00 -7.36
O 5.64 2.62 -0.55
C -0.60 -5.40 5.30
C 4.47 -6.14 2.97
H -0.15 8.14 -6.92
H 7.38 3.04 -1.92
C 1.78 1.14 -0.46
H -0.29 2.75 6.99
C 4.13 -8.23 4.07
N 9.21 2.77 -5.21
H 3.54 4.88 -7.73
H -9.06 1.84 3.05
H 0.97 -5.13 0.73
C 3.62 -6.59 1.97
C -3.08 0.00 -2.00
H 5.38 -6.67 4.85
C -1.00 -5.45 6.63
C -1.08 6.44 8.44
H 7.57 1.95 -6.13
C -0.14 0.81 6.06
C 6.26 3.04 -1.78
O -4.25 2.57 -0.96
N -2.28 -5.41 7.03
O -3.18 3.11 -2.92
N 0.45 0.79 3.73
H 0.69 5.60 7.54
H 0.44 -5.43 5.03
H 0.75 2.61 2.83
C -3.21 -5.32 6.07
C -1.46 -7.46 1.03
C 4.72 -6.98 4.04
C 1.14 6.70 -7.86
H -8.76 -2.97 2.48
C 0.89 -1.41 -0.26
H -2.99 7.27 8.97
H -8.86 4.14 2.11
C 5.26 1.99 -7.72
C -2.38 6.87 8.17
C 4.63 3.10 -8.24
C -0.09 7.22 -7.49
H -1.15 -2.37 -0.45
H -6.71 -1.75 3.18
H 2.14 -0.25 1.29
H 8.67 -0.22 -6.68
H 1.60 -1.64 -1.13
H -2.21 6.92 -7.61
H 4.92 -5.15 2.91
H -0.27 -5.53 7.42
C -7.37 1.11 0.37
C 4.13 3.76 -6.00
C -2.87 6.78 6.88
C -2.28 -5.26 0.65
C 0.14 0.16 4.87
H -2.38 6.16 4.87
C -8.42 3.30 1.59
H 0.29 3.95 4.88
H -3.80 -0.77 -1.54
H -6.22 -5.85 0.56
C 10.50 2.57 -4.86
H 3.69 4.44 -5.28
C -1.23 6.54 -7.88
H 4.88 2.38 -4.52
C -5.41 -3.18 2.23
C 10.54 0.38 -5.79
H -2.56 0.66 -1.23
H 0.70 -7.58 1.12
H 0.11 -0.93 4.81
C 8.60 1.76 -5.85
H 10.97 3.40 -4.33
N -8.03 0.92 1.53
N -5.25 -4.30 1.51
N -0.78 5.84 6.13
C -8.54 2.02 2.11
H -0.67 6.50 9.43
H 0.13 -0.52 -2.75
C 4.79 2.62 -5.57
N 1.29 5.57 -8.57
C 11.20 1.41 -5.12
H 0.95 -2.26 0.51
C 0.17 4.93 -8.93
C -0.68 -1.21 -2.34
H -4.49 -2.68 2.51
H 3.39 -5.96 1.11
H -3.08 -4.55 0.51
H -6.66 2.43 -1.16
C -2.04 6.25 5.90
H -3.45 2.59 -0.39
H 4.30 -8.92 4.90
C -7.65 -4.51 1.46
S 3.01 2.29 0.36
C -2.10 -0.80 -2.97
C 1.30 -0.06 0.54
C -3.76 2.21 -2.26
H 0.40 0.35 1.11
C -6.37 -4.94 1.14
C 0.49 2.13 3.77
C -1.11 5.37 -8.61
C -6.64 -2.66 2.60
C -0.67 -1.36 -0.74
H -3.87 7.10 6.64
H 2.81 -9.56 3.00
C -0.17 -6.94 0.99
C -0.33 5.94 7.39
H 4.58 3.26 -9.31
H 2.16 0.72 -1.46
C -7.74 3.46 0.40
C 3.30 -8.59 3.02
C -0.01 -5.58 0.77
N 5.36 1.73 -6.41
H -7.62 4.44 -0.04
C -1.59 -5.31 4.33
C 4.27 2.77 -0.88
N 3.03 -7.79 1.98
O -3.93 0.91 -2.82
H -1.32 -5.26 3.28
C 9.22 0.56 -6.16
C -0.09 2.20 6.07
H 0.83 1.75 -0.70
H -0.39 0.25 6.95
H 11.06 -0.54 -6.02
H -3.55 -6.97 0.89
N -1.04 -4.73 0.60
C -2.92 -5.27 4.71
H -4.24 -5.29 6.42
H -6.97 0.20 -0.08
H -1.87 -0.09 -3.86
H 0.32 4.02 -9.50
H -1.62 -8.52 1.20
H 5.73 1.25 -8.37
C -2.53 -6.60 0.86
H 2.07 7.20 -7.59
N 4.04 3.30 -2.21
C -7.78 -3.34 2.21
```

=====

No. 4
Entry from the OMol25 dataset: C5H8BeNaO5 as an isolated structure in a non-equilibrium geometry (ωB97M-V/def2-TZVPD).

Values from the calculation:
HOMO in hartree: -0.4269
Frontier orbital gap in eV: 7.2
LUMO energy in eV: -4.41
Total charge: +1
Calculated total energy in eV: -20365.73465
F_max in eV/Å: 3.86

The geometry in XYZ format:
```
20
C5H8BeNaO5, DFT ωB97M-V/def2-TZVPD
C 0.20 -0.71 1.05
C 1.45 0.14 1.23
H 2.33 -0.49 1.40
H -2.59 -0.68 1.07
O 3.14 -0.42 -1.14
Na 5.12 -1.15 -0.82
O 1.38 0.60 -2.14
H 0.45 -1.49 0.24
H 1.34 0.87 2.03
H -0.13 -1.14 2.01
C -2.06 -0.38 0.16
Be -0.12 1.09 -0.87
C -2.78 0.73 -0.61
C 2.09 0.20 -1.18
H -3.70 0.28 -1.02
H -3.11 1.50 0.13
O -1.97 1.27 -1.60
O -0.78 0.16 0.51
H -1.90 -1.26 -0.48
O 1.63 0.88 0.01
```

=====

No. 5
Entry from the OMol25 dataset: C10H18F2N2O12S2Zn as an isolated structure in a non-equilibrium geometry (ωB97M-V/def2-TZVPD).

Values from the calculation:
HOMO in hartree: -0.3390
Frontier orbital gap in eV: 2.2
LUMO energy in eV: -7.01
Calculated total energy in eV: -113723.72942
F_max in eV/Å: 6.90

The geometry in XYZ format:
```
47
C10H18F2N2O12S2Zn, DFT ωB97M-V/def2-TZVPD
C -1.03 -0.71 6.96
O 3.99 5.09 -0.81
H -7.26 -4.48 4.13
H -1.99 -0.94 7.41
O -4.38 4.11 -2.09
H -0.61 0.23 7.32
C 3.71 3.78 -0.75
O 1.19 -2.96 -1.77
C -6.17 -4.41 4.20
H 6.63 3.04 -2.13
O 2.71 3.20 -0.38
C 0.69 -4.32 -4.01
F -1.25 1.81 -3.95
C -5.56 -3.91 2.97
H -0.33 -1.52 7.17
H 2.23 6.08 -0.66
S -2.85 2.08 -3.96
O 4.79 3.14 -1.31
O -1.71 0.23 4.83
H -5.82 -3.81 5.04
H -5.78 -5.41 4.43
H 3.56 6.96 0.07
H 4.56 -4.18 -0.14
C 5.80 3.74 -2.14
O -5.62 2.35 -3.24
N -3.19 1.82 -2.31
O 3.28 -4.07 -1.74
H 6.27 4.64 -1.74
S -4.50 2.71 -2.39
H 3.92 -2.45 -0.60
C -0.99 -0.60 5.39
O 1.85 -4.48 -3.25
O -3.34 0.98 -4.81
O -0.20 -1.28 4.63
Zn -1.20 -0.07 0.64
H 3.01 -3.75 0.26
C 3.77 -3.53 -0.50
C 2.04 -3.77 -2.24
H -0.27 -4.22 -3.50
H 5.48 3.86 -3.17
O -2.88 3.43 -4.51
F -5.03 2.08 -0.96
N -5.04 -3.51 2.01
H 2.91 5.60 0.92
C 3.14 5.96 -0.08
H 0.65 -5.17 -4.69
H 0.81 -3.38 -4.55
```

=====

No. 6
Entry from the OMol25 dataset: C24H42BeCl3N4O3SSi as an isolated structure in a non-equilibrium geometry (ωB97M-V/def2-TZVPD).

Values from the calculation:
HOMO in hartree: -0.1514
Frontier orbital gap in eV: 6.5
LUMO energy in eV: 2.39
Total charge: -1
Calculated total energy in eV: -94362.12718
F_max in eV/Å: 2.99

The geometry in XYZ format:
```
79
C24H42BeCl3N4O3SSi, DFT ωB97M-V/def2-TZVPD
H -1.35 5.63 2.71
C -1.28 0.80 5.44
C 0.20 -5.02 2.26
H 1.70 5.73 -3.79
H 1.14 -5.34 2.69
H 0.73 -5.12 -3.51
Cl -0.19 1.36 -1.26
H 3.05 -1.69 1.04
C -0.87 6.64 -5.70
H 3.70 -3.34 -0.17
N 2.87 -1.60 -0.98
H -0.52 -4.08 -4.18
C -0.92 -2.94 -1.72
C 1.50 5.01 -4.59
H -1.28 5.14 -2.76
H -1.03 -0.67 7.06
Be 0.08 0.15 0.70
H 1.67 3.44 3.03
C -0.29 -0.41 3.95
C -0.99 -3.55 0.75
C -0.29 -4.76 -3.37
C 1.10 4.36 2.94
H 1.11 -3.47 1.07
C -1.37 4.44 -3.60
H -0.93 -5.64 -3.49
C 0.19 -3.98 1.34
Si -0.31 4.99 -5.03
H -1.07 3.45 -3.24
H -0.96 -0.94 -2.45
H 1.83 4.03 -4.25
H -0.99 -6.45 3.33
H -2.42 4.38 -3.87
H 4.14 -3.02 -1.85
C -2.18 -5.20 2.05
H 2.51 -3.60 -1.46
C 2.69 -1.06 0.21
H 1.58 -1.56 -2.61
H 0.18 -2.79 6.35
H -2.45 -1.80 -2.67
Cl -0.57 3.58 -6.57
C -2.18 -4.17 1.13
N -0.02 4.13 2.06
H -0.29 6.94 -6.57
H -0.20 -4.81 -1.19
N -0.91 0.78 4.14
N -0.27 -1.13 5.10
O 0.06 -1.55 -0.09
H -1.80 1.61 5.92
C -1.00 -2.44 -0.28
H -0.19 -3.19 4.63
H -1.09 -2.15 -3.73
H -3.11 -3.83 0.69
Cl -2.16 0.29 1.26
H 1.98 0.02 -1.94
H 0.76 4.67 3.93
H -1.11 2.89 0.85
O 2.19 0.05 0.44
H -1.92 6.61 -6.00
C -0.88 -0.38 6.03
H 2.11 5.29 -5.45
H -0.77 7.42 -4.95
H 3.19 -0.87 -2.91
H 1.40 -2.44 5.07
C -0.46 -4.16 -2.02
H 1.75 5.14 2.54
C 0.31 -2.46 5.30
C -0.99 -5.64 2.61
S 0.40 -0.95 2.56
O 0.47 1.95 1.71
H -0.34 6.07 1.33
C -1.37 -1.91 -2.70
H -1.95 -1.91 -0.18
H -1.09 1.54 3.47
H -3.12 -5.67 2.33
C -0.25 2.94 1.51
C 3.33 -2.97 -1.12
C 2.38 -0.96 -2.19
H -1.69 4.95 1.11
C -0.89 5.26 1.79
```

=====

No. 7
Entry from the OMol25 dataset: C7H15NO as an isolated structure in a non-equilibrium geometry (ωB97M-V/def2-TZVPD).

Values from the calculation:
HOMO in hartree: -0.2920
Frontier orbital gap in eV: 8.3
LUMO energy in eV: 0.36
Calculated total energy in eV: -11034.67960
F_max in eV/Å: 1.68

The geometry in XYZ format:
```
24
C7H15NO, DFT ωB97M-V/def2-TZVPD
H 1.52 0.83 -1.93
H 2.76 -0.83 1.24
H 1.63 0.06 2.29
H 3.00 1.28 -1.09
C -1.56 0.16 -0.36
C 2.19 0.54 -1.13
H 0.58 -0.59 0.01
C -0.52 -1.15 0.33
C 1.47 0.56 0.20
H -2.52 0.87 1.44
H 3.04 0.87 1.61
C -2.77 0.33 0.52
H 2.63 -0.43 -1.34
C -1.63 0.29 -1.69
H -3.17 -0.64 0.82
H -2.53 0.60 -2.20
H -0.76 0.11 -2.32
C 2.27 0.12 1.41
H -0.57 -0.96 1.41
H -3.56 0.88 0.01
H -0.49 1.00 0.02
H -0.86 -3.03 0.53
O 0.55 1.47 0.40
N -0.69 -2.32 -0.19
```

=====

No. 8
Entry from the OMol25 dataset: a 3-piece molecular cluster, C26H49N7O3P2S overall in a non-equilibrium geometry (ωB97M-V/def2-TZVPD).

Values from the calculation:
Structure (SMILES): CCOc1ccc2c(c1)Sc1ccccc1N2.CN(C)P(=O)(N(C)C)N(C)C.CN(C)P(=O)(N(C)C)N(C)C
HOMO in hartree: -0.2688
Frontier orbital gap in eV: 5.9
LUMO energy in eV: -1.43
Calculated total energy in eV: -73726.50398
F_max in eV/Å: 7.25

The geometry in XYZ format:
```
88
C26H49N7O3P2S, DFT ωB97M-V/def2-TZVPD
H -3.38 -3.54 -3.24
H 1.49 -0.61 8.72
H 3.41 0.54 2.25
H 5.39 0.20 1.68
H -6.50 3.66 -7.17
C -2.94 -2.76 -2.53
H 5.10 -2.15 1.16
H -5.79 3.08 -3.81
C 5.34 -1.55 0.19
N -6.36 1.57 -7.41
H 6.05 -1.49 6.28
H 1.61 -2.99 4.46
H 6.73 0.22 0.44
H -4.17 0.01 -3.99
P -5.29 0.82 -6.30
C 2.74 0.58 1.32
H -2.20 0.56 -6.59
C -3.95 1.08 -3.99
H 4.88 1.23 8.73
C 2.53 0.86 -1.30
N -4.67 1.78 -5.05
C -2.75 -1.67 -0.01
C 1.87 -1.97 4.75
H -4.16 3.65 -4.26
H 6.25 -2.06 -0.30
C -1.38 -0.64 -2.11
H 0.73 0.28 2.53
C 1.01 0.70 -1.13
C 4.18 -2.45 4.80
H 4.46 -1.69 -0.54
C -3.51 2.82 -7.42
H 5.01 -1.87 9.01
C 4.79 1.32 7.64
C -1.97 -1.69 -3.13
C 0.29 0.50 0.26
C -7.13 2.77 -7.10
H -4.33 3.55 -7.45
H -6.76 -0.33 -8.26
H -2.83 3.09 -6.60
H -2.96 2.96 -8.36
H -7.92 2.95 -7.84
C 1.21 0.45 1.52
C 6.02 -0.45 6.60
N -1.19 0.37 0.36
O 3.06 0.45 5.35
S -0.15 0.70 -2.60
H 3.89 1.92 7.43
H -4.22 1.45 -2.99
C 2.41 -1.09 9.08
H -4.02 -3.54 -0.61
C -3.31 -2.74 -1.02
H 3.86 -3.21 4.09
N 4.71 0.00 7.03
C -7.28 0.60 -8.03
H -5.45 3.74 -5.41
H -2.87 1.20 -4.12
H 6.41 0.16 5.78
H 4.91 -2.96 5.42
H -1.67 -1.70 -4.24
H -3.24 -0.50 -7.56
N 3.19 -1.61 7.96
C 5.60 -0.01 0.56
H 4.68 -1.65 4.23
C -2.86 0.52 -7.46
H 6.72 -0.40 7.45
C -5.05 3.11 -4.61
H 3.88 -3.23 9.07
H 2.10 -1.90 9.76
P 3.16 -0.52 6.54
C -1.75 -0.63 -0.58
H 5.64 1.90 7.27
H -7.67 0.99 -8.98
H 4.79 -2.95 7.62
H 2.97 -0.35 9.66
C 3.45 0.81 -0.04
C 4.27 -2.44 8.43
O 4.85 0.94 -0.24
H 1.01 -1.57 5.29
H 1.99 -1.36 3.84
N 3.07 -1.95 5.59
N -3.98 1.46 -7.32
H -1.58 1.29 0.04
H -3.06 -1.66 1.09
H -8.13 0.35 -7.38
H 3.00 1.02 -2.32
O -6.41 0.18 -5.45
H -7.59 2.72 -6.12
H -2.28 0.73 -8.36
```

=====

No. 9
Entry from the OMol25 dataset: one molecule with the formula C3H4N2O in a non-equilibrium geometry (ωB97M-V/def2-TZVPD).

Values from the calculation:
HOMO (alpha / beta) in hartree: -0.3828 / -0.3828
Frontier orbital gap (alpha / beta) in eV: 9.2 / 9.2
LUMO energy (alpha / beta) in eV: -1.25 / -1.25
Calculated total energy in eV: -8200.71726
F_max in eV/Å: 2.80

The geometry in XYZ format:
```
10
C3H4N2O, DFT ωB97M-V/def2-TZVPD
H 2.79 0.53 0.90
C -0.13 -0.10 -0.13
N 0.74 0.53 0.70
O 2.12 -0.68 -0.63
C 1.95 0.12 0.33
C -1.64 0.08 -0.06
H -1.92 -0.23 0.95
H -1.82 1.14 -0.22
N 0.12 -0.90 -1.06
H -2.22 -0.50 -0.79
```